# 1
5
Properties=species:S:1:pos:R:3:forces:R:3 method="wB97M-V/def2-TZVPD" lumo_energy_ev=-0.11 e_above_lowest_kcal_mol=0.8 homo_ev=-9.77 total_energy_ev=-30823.98006 charge=0
C -1.818 0.487 -0.044 -0.2 0.0 0.4
S -1.839 -0.324 -1.362 0.1 0.1 0.0
S -1.844 1.242 1.315 0.1 -0.1 -0.4
I 2.943 -1.457 0.103 0.2 -0.9 0.1
H 2.559 0.052 -0.011 -0.2 1.0 -0.1


# 2
7
Properties=species:S:1:pos:R:3:forces:R:3 method="wB97M-V/def2-TZVPD" lumo_energy_ev="-10.75 / -14.58" homo_ev="-18.74 / -21.62" spin_multiplicity=6 total_energy_ev=-10376.67445 charge=+2
O 1.678 0.692 0.167 -0.6 -3.7 0.7
C 1.543 -0.433 0.491 4.0 4.8 -0.5
H 0.253 -0.727 1.264 -1.1 -2.9 -1.6
O -1.177 -0.394 0.096 -5.0 4.1 -1.7
O -0.269 -1.161 0.278 3.3 -3.2 4.0
Rh -0.285 1.601 -0.746 3.0 3.4 1.3
Li -1.743 0.423 -1.550 -3.7 -2.5 -2.2


# 3
7
Properties=species:S:1:pos:R:3:forces:R:3 method="wB97M-V/def2-TZVPD" lumo_energy_ev=-7.78 e_above_lowest_kcal_mol=60.3 homo_ev=-18.82 total_energy_ev=-10162.42741 charge=+1
C -0.552 -0.914 0.006 1.0 3.0 -0.1
N 0.695 -0.181 0.005 2.1 -0.5 -0.1
N 0.049 0.962 0.040 -1.4 0.9 -0.6
O -0.924 -1.972 0.083 -0.8 -2.8 0.0
O 0.239 2.107 0.078 0.3 -1.7 0.0
O -1.215 0.348 -0.020 -0.4 0.7 0.4
H 1.708 -0.350 -0.192 -0.9 0.3 0.4


# 4
8
Properties=species:S:1:pos:R:3:forces:R:3 method="wB97M-V/def2-TZVPD" lumo_energy_ev=7.75 e_above_lowest_kcal_mol=91.3 homo_ev=0.41 total_energy_ev=-19462.71051 charge=-2
C -0.900 0.296 0.194 0.3 -2.3 0.8
N -1.590 1.515 -0.080 -0.1 1.7 -0.4
N -2.123 0.659 -0.762 0.6 -0.6 0.4
O 1.444 -1.381 1.099 -0.8 -0.2 -0.5
O 1.269 -1.239 -1.459 -0.5 -0.5 -1.2
O 1.964 0.786 -0.018 0.2 0.8 -0.6
P 1.264 -0.533 -0.156 -0.2 0.8 2.5
H -1.329 -0.103 1.181 0.5 0.2 -1.0